C2H10N | wB97M-V/def2-TZVPD

Calculated values
ΔE to the lowest compared entry with this formula, charge and spin: 22.4 kJ/mol
net charge: +1
highest occupied orbital energy: -16.1614 eV
frontier orbital gap: 0.435 hartree

XYZ file:
```
13
Properties=species:S:1:pos:R:3:forces:R:3:lowdin_charge:R:1
N -1.827443 -0.664060 -0.084757 -0.5199 -0.8449 0.6061 0.330
H -2.360012 -1.129250 0.655171 -0.0270 -0.1341 0.0642 0.164
H -1.081313 -0.142778 0.392272 0.0948 0.2851 -0.4749 0.090
H -1.427755 -1.407764 -0.669983 0.0238 0.3615 -0.0623 0.171
H -2.510884 -0.103559 -0.597093 0.4170 0.2981 -0.1941 0.167
C 0.950013 0.967307 -0.521436 0.0145 -0.9349 0.6715 -0.148
C 1.331132 -0.045739 0.578181 -0.0757 -0.4226 -0.1439 -0.158
H 0.783928 0.408216 -1.433945 -0.1456 0.1736 -0.4085 0.063
H 1.763146 1.654050 -0.689162 0.0641 0.3152 -0.1201 0.076
H 0.051499 1.514112 -0.258522 -0.0644 0.4621 -0.0774 0.054
H 2.126389 0.279756 1.228279 0.2079 0.3185 0.1676 0.073
H 0.533990 -0.351598 1.265354 -0.1941 0.2252 0.0743 0.045
H 1.667306 -0.978694 0.135639 0.2046 -0.1027 -0.1024 0.072
```
Positions in Å, forces in eV/Å.



C3H8N3S | wB97M-V/def2-TZVPD

Calculated values
ΔE to the lowest compared entry with this formula, charge and spin: 301.4 kJ/mol
net charge: +1
highest occupied orbital energy: -13.5089 eV
frontier orbital gap: 0.341 hartree

XYZ file:
```
15
Properties=species:S:1:pos:R:3:forces:R:3:lowdin_charge:R:1
C -0.390614 0.304601 1.036760 -3.3998 -2.9773 4.7359 -0.121
C -0.238944 1.415033 0.430473 1.9760 4.3493 -2.0505 -0.125
C 0.908974 -1.119897 -0.277793 1.1087 -1.3688 -0.7117 -0.371
N -0.252658 -0.818760 0.207464 2.5056 -1.4469 0.2891 -0.242
N -1.405944 -1.390800 -0.227666 -1.9278 -0.4968 -1.0550 0.138
N 0.509852 1.386843 -0.777048 0.2738 0.9029 -0.8493 0.033
S 2.565888 -0.796822 0.332581 -1.8358 -0.9014 -1.6966 0.931
H -0.913336 0.088504 2.067033 1.1645 0.7475 -2.1689 0.186
H -0.362020 2.440724 0.806198 -0.3727 -0.8297 0.5508 0.147
H 0.872927 -1.776002 -1.146339 0.0572 -0.1430 0.2159 0.110
H -1.387901 -2.322037 -0.658408 0.7778 0.5728 0.3864 0.137
H -2.147059 -1.359529 0.462656 0.2588 0.2548 0.0877 0.122
H 0.035867 1.421131 -1.670409 -0.6481 -0.2808 0.1199 0.113
H 1.119391 2.193138 -0.821589 0.0786 0.1510 0.1694 0.103
H 1.893489 -0.106777 1.173783 -0.0166 1.4665 1.9770 -0.161
```
Positions in Å, forces in eV/Å.



C28H64O20 | wB97M-V/def2-TZVPD

Calculated values
structure (SMILES): COC(=O)OC.COC(=O)OC.COC(=O)OC.COC(=O)OC.COCCOC.COCCOC.COCCOC.COCCOC
highest occupied orbital energy: -9.3051 eV
frontier orbital gap: 0.364 hartree

XYZ file:
```
112
Properties=species:S:1:pos:R:3:forces:R:3:lowdin_charge:R:1
C -3.583282 -0.084574 -7.591905 1.3296 0.2695 1.2873 -0.014
O -3.502337 -0.925238 -6.433242 -0.9777 -0.9537 -0.8561 0.009
C -3.194095 -0.382173 -5.279940 -0.3586 0.1096 -0.1137 -0.657
O -2.825167 0.750827 -5.127806 0.2456 0.4943 0.2426 0.118
O -3.386013 -1.292521 -4.334525 -0.0463 0.4903 0.8244 0.012
C -2.927492 -0.799798 -3.033111 1.8437 -0.5937 -1.6231 -0.011
H -2.719011 0.559758 -7.515160 0.5339 0.0200 -0.7636 0.089
H -4.390205 0.609757 -7.568514 -1.1602 0.0854 0.1593 0.087
H -3.611553 -0.761036 -8.418749 0.0760 -0.0744 -0.5420 0.091
H -1.824348 -0.607179 -3.228222 -1.3170 -0.0790 1.0581 0.116
H -3.115377 -1.615706 -2.357594 0.1147 -0.1478 0.2299 0.065
H -3.441705 0.093288 -2.736547 -0.2211 0.4224 0.0558 0.091
C -2.319068 4.470934 4.404135 -1.8316 -0.4979 -1.0672 -0.011
O -2.255465 3.980508 3.029106 -1.5652 0.1100 0.0552 -0.040
C -3.488110 3.586422 2.531371 3.6170 0.6647 -2.5646 -0.577
O -4.488773 3.416558 3.108574 -1.9165 -0.2740 1.5978 0.168
O -3.323776 3.413308 1.177207 1.0475 0.8244 1.6963 -0.048
C -4.398831 2.715346 0.585584 -0.2308 0.6807 0.1111 -0.034
H -3.138917 3.918582 4.892505 0.4893 0.3383 0.1321 0.094
H -2.541036 5.542486 4.430082 0.1206 -0.1760 -0.1565 0.099
H -1.383199 4.256178 4.830384 1.1522 -0.2080 0.5737 0.068
H -4.166306 2.598765 -0.463513 0.1273 -0.2549 -0.0773 0.100
H -5.285934 3.321015 0.704973 -0.4938 -0.0908 -0.1195 0.096
H -4.477446 1.816777 1.150696 -0.5597 -1.1529 -0.1631 0.080
C -0.225039 2.240474 -3.029568 -1.0024 1.7255 -0.8879 -0.033
O 0.815556 2.425861 -2.084082 0.7086 0.3244 -0.0368 0.004
C 1.586124 1.366042 -1.957935 0.5018 -0.2549 2.7865 -0.608
O 1.522588 0.325866 -2.542685 0.0562 -0.3211 -1.0146 0.113
O 2.393871 1.534045 -0.844235 -0.1521 -0.4275 -1.1861 -0.046
C 3.075365 0.275882 -0.454778 -0.9529 1.8370 0.4510 0.014
H -0.704297 3.244181 -3.232385 0.7907 -0.9588 0.4019 0.119
H -0.986869 1.628949 -2.572007 -0.0656 -0.5043 -0.2672 0.065
H 0.186816 1.878393 -3.974116 -0.3185 -0.2844 0.2202 0.102
H 2.272624 -0.444693 -0.409205 0.2062 -0.6008 0.2049 0.066
H 3.465001 0.525815 0.557798 0.0118 -0.5059 -0.9003 0.101
H 3.797935 0.012379 -1.217896 0.2501 -0.0955 0.1986 0.094
C -0.023550 -2.349657 -0.949228 0.4953 -1.1913 -1.4400 -0.055
O -0.017354 -1.664815 0.252519 0.0768 0.5953 1.5081 -0.033
C -0.467805 -0.404971 0.220547 0.3185 1.0150 0.6405 -0.597
O -0.906496 0.191401 -0.736412 0.0014 -0.6704 0.4924 0.129
O -0.288242 0.100000 1.451004 -0.3630 -0.4444 -0.3527 -0.020
C -0.791619 1.434777 1.676846 0.8598 0.5073 -0.7137 0.001
H 0.465476 -1.730312 -1.692779 0.1789 -0.1205 -0.3852 0.083
H -1.043754 -2.516432 -1.279499 -0.1796 -0.2673 -0.0883 0.087
H 0.524529 -3.327518 -0.827807 -0.6530 1.1420 0.0803 0.110
H -0.193147 2.131722 1.079403 -0.3859 -0.0948 -0.1374 0.088
H -0.558255 1.691673 2.707835 -0.4023 -0.3669 0.1071 0.097
H -1.843960 1.519930 1.404583 0.2260 -0.1048 0.2606 0.087
C 4.150220 -8.689696 -5.164491 -0.2503 0.5978 0.5477 -0.115
O 2.830737 -8.717490 -4.602871 0.1878 0.1480 -1.3946 -0.210
C 1.839227 -8.026372 -5.427731 -0.2756 -0.7240 1.8080 -0.156
C 1.891224 -6.520330 -5.190254 1.2072 -0.4273 -0.3831 -0.257
O 1.312121 -6.289317 -3.951116 -0.4932 1.2381 0.8502 -0.182
C 1.643547 -4.988670 -3.424919 -0.4822 -1.0783 0.2543 -0.076
H 4.555562 -7.677199 -5.049473 0.0819 0.0318 -0.2695 0.070
H 4.189265 -8.958095 -6.240570 -0.1276 -0.1423 0.5674 0.090
H 4.802408 -9.317965 -4.539015 -0.4280 -0.1132 -0.4227 0.089
H 0.905444 -8.301180 -4.846222 0.6388 -0.1100 -1.4375 0.142
H 1.900415 -8.386474 -6.489016 -0.2436 0.4652 0.9082 0.132
H 1.475637 -5.921871 -5.991604 -0.6360 0.0606 -0.3380 0.123
H 2.924393 -6.189271 -5.119442 0.5544 -0.0448 -0.2206 0.102
H 1.195245 -4.952006 -2.425917 0.4064 -0.1215 -0.0853 0.074
H 1.181021 -4.173253 -3.971259 0.0133 0.1119 -0.5278 0.084
H 2.733493 -4.871020 -3.398585 -0.1542 0.1127 0.1349 0.093
C -2.464872 -0.651680 3.776650 0.0761 0.7048 -1.1639 -0.068
O -3.156072 -0.555157 2.494396 1.0862 -1.1366 0.4922 -0.193
C -3.023659 -1.742192 1.707991 -1.3119 -0.5504 0.6190 -0.191
C -3.766677 -1.510481 0.398761 0.0897 -0.5425 0.9677 -0.241
O -5.033066 -1.036676 0.645720 -1.8848 -0.1284 0.6646 -0.182
C -5.917320 -2.015586 1.197685 -0.3848 1.1552 -0.8016 -0.078
H -2.987602 -1.280345 4.498457 -0.1997 -0.1833 -0.1631 0.079
H -2.550404 0.398848 4.093709 0.5598 -0.4791 0.3839 0.087
H -1.393785 -1.018573 3.688931 -1.1621 0.6235 -0.1120 0.099
H -3.503072 -2.600463 2.260880 0.5054 0.5615 -0.3982 0.136
H -2.002946 -1.999990 1.486918 0.6397 -0.0867 0.2089 0.100
H -3.796891 -2.417498 -0.250226 0.2971 0.3655 0.3291 0.136
H -3.344000 -0.669691 -0.072484 1.1860 0.7112 -1.0546 0.095
H -5.799494 -2.242537 2.255424 0.4595 0.0597 0.1029 0.083
H -5.790533 -2.893247 0.577569 -0.3735 -0.6397 0.0760 0.084
H -6.917084 -1.572431 1.076588 0.2317 -0.4254 -0.0247 0.097
C 6.801487 1.583799 5.555886 -0.3519 -1.3630 0.7618 -0.079
O 5.444640 1.122293 5.540170 0.8052 1.3158 1.6156 -0.171
C 5.041957 0.771151 4.284897 -0.7460 -0.8499 -0.6597 -0.261
C 3.696226 0.092756 4.366637 -0.5080 0.6998 -0.3779 -0.197
O 3.411384 -0.447789 3.092458 0.0682 -0.0214 0.0821 -0.183
C 2.299233 -1.303361 3.066120 -0.6707 -0.5765 1.9947 -0.111
H 7.109120 1.763517 6.594023 -0.3473 -0.0330 -0.2249 0.091
H 6.951875 2.491400 4.995658 -0.0240 0.3049 -0.4956 0.081
H 7.404230 0.739530 5.184618 0.2402 0.5062 -0.1620 0.093
H 5.699615 0.029114 3.891889 0.8292 -0.7845 -0.5659 0.116
H 5.045877 1.576468 3.574496 -0.1564 0.8310 -0.3773 0.125
H 2.897030 0.778297 4.688512 0.0782 0.0836 -0.1819 0.132
H 3.751325 -0.656595 5.127308 0.0979 -0.8662 0.5145 0.120
H 1.427371 -0.907864 3.640104 0.4808 0.2163 -0.4132 0.090
H 2.461686 -2.308497 3.550633 0.3931 0.7491 -0.5105 0.105
H 1.987500 -1.430753 2.064084 -0.2112 -0.1821 -1.0475 0.050
C -0.639770 5.702526 0.419446 -0.7555 -0.8666 1.0490 -0.094
O -0.046044 4.397690 0.400199 1.0691 1.7555 0.0512 -0.180
C 1.385217 4.546464 0.536377 -1.7167 0.2621 -0.0614 -0.189
C 1.860809 4.494267 1.948514 1.5075 0.1931 0.3565 -0.180
O 1.616419 5.742283 2.648134 -0.0588 -1.0268 -2.2605 -0.196
C 2.077784 5.711947 3.949807 -0.0367 -0.2425 -0.0638 -0.129
H -1.688113 5.477625 0.552667 -0.4307 0.3640 -0.1693 0.073
H -0.462425 6.305097 -0.447452 0.1683 -0.0400 -1.0775 0.077
H -0.313895 6.332371 1.247776 0.1446 -0.3512 0.3466 0.081
H 1.732875 5.522870 0.223916 -0.1964 0.5084 -0.5521 0.125
H 1.765892 3.843758 -0.175818 0.8059 -0.7660 0.2765 0.098
H 2.957589 4.310407 1.807982 -0.3698 0.2660 0.5984 0.139
H 1.480894 3.693237 2.575278 -0.3341 -0.3546 -0.1360 0.112
H 1.863643 4.721460 4.354745 0.1673 0.0236 0.5839 0.082
H 1.485945 6.469909 4.416695 -0.0894 0.4164 0.9533 0.083
H 3.142065 5.951306 4.018013 0.1086 -0.1248 0.1167 0.091
```
Positions in Å, forces in eV/Å.



C18H10ClF6N3O5PtS2 | wB97M-V/def2-TZVPD

Calculated values
ΔE to the lowest compared entry with this formula, charge and spin: 389.0 kJ/mol
highest occupied orbital energy (spin up / spin down): -7.6816 / -7.7406 eV
frontier orbital gap (spin up / spin down): 0.189 / 0.198 hartree

XYZ file:
```
46
Properties=species:S:1:pos:R:3:forces:R:3:lowdin_charge:R:1
Pt 0.255628 0.107464 0.665121 -0.2996 1.5491 1.2806 1.236
Cl -0.044176 3.446650 -5.124172 -0.2614 0.3519 -0.5332 0.663
C 0.573388 2.538297 -3.805197 0.2970 -0.4030 0.5373 -0.679
C 1.883682 2.812705 -3.355871 -1.1587 -0.0616 -0.5941 -0.101
C 2.394291 2.121288 -2.299363 -0.4486 -1.1755 1.0019 0.001
C 1.578002 1.144255 -1.641465 -1.4334 1.2913 -2.9888 -0.400
O 1.952130 0.612164 -0.550881 -0.3524 -2.1674 3.2431 -0.149
C 0.276747 0.829231 -2.177179 1.4586 -0.0887 0.9729 -0.173
C -0.458272 -0.298423 -1.551832 -0.0421 0.7533 -1.8618 -0.236
N -1.740899 -0.242785 -1.460013 0.2142 -0.5574 0.7051 0.118
C -2.369483 -1.365735 -0.904592 -0.0463 0.0824 -0.0385 -0.203
C -3.612983 -1.689822 -1.389698 -0.1898 -0.0823 -0.0348 0.004
C -4.352182 -2.787098 -0.916193 0.0742 0.0895 -0.0302 -0.054
C -3.848426 -3.561641 0.085206 0.0967 0.0538 0.0123 -0.030
C -2.591715 -3.243822 0.653198 -0.0707 -0.2343 0.0899 -0.142
C -2.062809 -4.031475 1.699521 -0.0851 -0.0299 -0.0236 0.014
C -0.857008 -3.724673 2.247300 0.1130 0.2033 -0.0880 -0.022
C -0.187931 -2.588915 1.765285 0.2996 -0.0406 0.2569 -0.101
N -0.639294 -1.831283 0.789430 0.5254 0.6332 -0.0915 -0.037
C -1.840480 -2.144625 0.181157 0.1289 0.4494 -0.3713 -0.115
C -0.225638 1.550396 -3.229260 0.3747 0.9261 -0.7159 -0.068
H 2.450182 3.589584 -3.849781 0.0300 0.0003 0.0018 0.106
H 3.372646 2.327845 -1.889381 0.0178 0.0146 -0.0030 0.118
H 0.104921 -1.235219 -1.512330 -0.0756 -0.0916 0.2470 0.134
H -4.014210 -1.061878 -2.174577 0.0204 -0.0061 0.0039 0.122
H -5.316901 -3.008944 -1.352069 0.0069 0.0065 0.0018 0.112
H -4.390950 -4.418061 0.463983 0.0206 0.0074 0.0147 0.117
H -2.638224 -4.876939 2.056876 0.0029 0.0091 -0.0123 0.128
H -0.419157 -4.300100 3.049276 0.0125 0.0209 -0.0127 0.116
H 0.745423 -2.273462 2.213084 -0.0093 -0.0486 0.0053 0.121
H -1.220368 1.351918 -3.602525 -0.0046 0.0227 -0.0534 0.116
F -1.561875 4.960179 -0.514319 0.0444 -0.1157 0.0896 0.152
C -1.879456 3.855866 0.154834 -0.0063 0.0546 -0.3992 -0.658
F -1.958644 2.843731 -0.708168 -0.0033 -0.0347 0.1511 0.136
F -3.070705 4.024381 0.715570 0.0092 0.0405 0.1580 0.147
S -0.560741 3.503111 1.428308 -0.3182 0.4299 -0.0140 0.632
O 0.274272 2.498370 0.789285 0.5294 -0.9889 -0.0879 -0.365
O 0.029300 4.768151 1.708658 -0.0154 -0.3223 -0.0386 -0.229
N -1.380941 2.974240 2.647422 0.0278 -0.3920 0.1775 -0.281
S -1.541976 1.553235 3.260423 0.0216 1.0012 0.2426 0.628
O -1.139520 0.441178 2.398108 0.5981 -0.8431 -0.9608 -0.413
O -1.137423 1.482982 4.624727 -0.0159 -0.1926 -0.2410 -0.229
C -3.368257 1.383052 3.272693 -0.3341 -0.0411 0.1155 -0.685
F -3.919220 2.379351 3.954883 0.0990 -0.0860 -0.0440 0.160
F -3.858573 1.379818 2.036628 0.1239 0.0114 -0.0579 0.149
F -3.683651 0.226798 3.858369 0.0240 0.0011 -0.0124 0.143
```
Positions in Å, forces in eV/Å.



Total energy, record by record: -3719.1829, -18536.3820, -71017.1852, -87277.0373 eV